Entry 1:
Density functional theory data (the ωB97M-V functional and the def2-TZVPD basis) for a molecular structure, C20H23N5O6S2ScSi.

Results
Orbital gap = 0.2662 Eh
E_HOMO = -4.733 eV
Net charge = -1

The geometry in XYZ format:
```
58
Properties=species:S:1:pos:R:3:forces:R:3:mulliken_charge:R:1
Sc -0.290649 0.751826 0.769565 -0.5 -0.6 -0.5 0.113
N -0.546122 -3.146797 1.463917 0.0 -0.1 0.0 0.119
C -1.435285 -3.066585 0.406362 0.0 0.0 0.1 0.585
C -2.708124 -3.636642 0.590971 0.0 0.0 0.0 -0.431
C -3.601139 -3.595854 -0.452051 0.0 0.0 0.0 -0.594
C -3.220274 -2.995547 -1.648766 0.0 0.0 0.0 -0.513
C -1.948854 -2.466357 -1.722031 0.0 0.0 0.0 -0.410
N -1.059273 -2.500076 -0.726966 0.0 0.0 0.0 -0.288
C 0.729421 -2.629369 1.649195 0.0 0.0 0.1 0.370
C 1.526425 -3.284309 2.595736 0.0 0.0 0.0 -0.952
C 2.793350 -2.809774 2.850512 0.0 0.0 0.0 -0.297
C 3.256531 -1.718008 2.132934 0.0 0.0 0.0 -1.148
C 2.400585 -1.134936 1.220147 0.1 -0.1 -0.1 -0.170
N 1.145414 -1.548047 0.994540 -0.2 0.3 -0.1 0.148
H -0.876129 -3.690788 2.241156 0.0 0.0 0.0 0.215
H -2.976100 -4.077275 1.543669 0.0 0.0 0.0 0.321
H -4.594272 -4.010795 -0.333067 0.0 0.0 0.0 0.390
H -3.897986 -2.917476 -2.486962 0.0 0.0 0.0 0.392
H -1.611982 -1.975217 -2.625920 0.0 0.1 -0.1 0.421
H 1.139756 -4.153979 3.112446 0.0 0.0 0.0 0.351
H 3.415189 -3.294459 3.593300 0.0 0.0 0.0 0.386
H 4.239432 -1.297181 2.285708 0.0 0.0 0.0 0.430
H 2.721035 -0.271710 0.658572 0.0 0.0 0.0 0.740
O 0.400611 3.698222 -1.632670 0.0 0.0 -0.1 -0.596
C -1.180198 3.126511 0.836443 0.0 0.2 0.1 0.493
O -2.302037 1.753797 2.860566 0.0 0.0 0.1 -0.510
S -1.796421 0.486722 3.420260 -0.1 -0.1 0.1 0.068
N -0.974256 -0.380873 2.555699 -0.2 0.1 0.0 -0.068
O 3.223311 1.823923 1.491288 0.0 0.0 0.0 -0.598
S 1.918017 2.343117 1.083085 0.1 0.1 0.2 0.525
O -1.405202 4.191382 1.112182 -0.1 0.0 -0.1 -0.236
O 1.382959 1.421314 -0.129877 0.2 0.2 -0.3 -0.607
O 0.829540 1.829709 2.094139 0.3 0.1 0.2 -0.405
C -2.053930 1.146775 -4.054913 0.0 -0.1 0.1 -1.297
Si -0.944512 1.337518 -2.533337 0.1 -0.1 -0.1 0.229
C -0.485765 3.177245 -2.620981 0.0 0.0 0.0 -0.556
C 0.608213 0.347557 -2.941584 0.0 0.0 0.1 -1.022
N -1.604433 0.815884 -1.032993 0.4 -0.3 0.3 0.769
C -2.961971 0.768093 -0.765314 -0.1 0.2 0.1 0.219
C -3.912110 1.605494 -1.385010 0.0 0.0 0.0 -0.282
C -5.261167 1.532773 -1.080903 0.0 0.0 0.0 -0.708
C -5.734643 0.641487 -0.126100 0.0 0.0 0.0 -0.737
C -4.814142 -0.171784 0.521406 0.0 0.0 0.0 -1.115
C -3.468412 -0.115110 0.205514 0.0 0.0 0.0 0.429
H -1.402400 1.185828 -4.933089 0.0 0.0 0.0 0.396
H -2.804369 1.930710 -4.161756 0.0 0.0 0.0 0.369
H -2.573856 0.185258 -4.067409 0.0 0.0 0.0 0.326
H -0.067744 3.336558 -3.629903 0.0 0.1 0.0 0.292
H 0.945592 2.970990 -1.297958 0.0 0.0 0.1 0.360
H -1.400506 3.781419 -2.581368 0.0 0.0 0.0 0.284
H 1.325585 0.973971 -3.479717 0.0 0.0 0.0 0.384
H 0.364112 -0.496128 -3.592378 0.0 0.0 0.0 0.356
H 1.108256 -0.040166 -2.055051 0.0 0.0 0.0 0.148
H -3.575980 2.346693 -2.098784 0.0 0.0 0.0 0.315
H -5.949812 2.200055 -1.587528 0.0 0.0 0.0 0.394
H -6.788351 0.594989 0.117374 0.0 0.0 0.0 0.356
H -5.144819 -0.870854 1.282009 0.0 0.0 0.0 0.462
H -2.786529 -0.784434 0.716323 0.0 0.0 0.0 0.385
```
Positions in Å, forces in eV/Å.

=====

Entry 2:
Density functional theory data (the ωB97M-V functional and the def2-TZVPD basis) for a molecular structure, C20H23N8OSZr.

Results
Orbital gap = 0.2458 Eh
E_HOMO = -17.017 eV
Net charge = +3

The geometry in XYZ format:
```
54
Properties=species:S:1:pos:R:3:forces:R:3:mulliken_charge:R:1
Zr -0.074966 -0.900522 -0.854117 0.5 0.4 -0.4 1.723
C 1.454466 3.995217 2.963790 0.0 0.0 0.0 -1.116
C 0.682330 4.224537 1.677511 0.0 0.0 -0.1 -0.703
N 1.123645 3.285166 0.598926 0.1 0.2 0.0 0.137
C 2.143403 3.857610 -0.321319 -0.1 -0.1 0.1 -0.934
C 1.494432 4.631912 -1.455247 0.0 0.0 0.0 -0.922
C 0.615409 2.092378 0.518174 -0.1 0.0 0.0 0.665
S 1.216019 1.127577 -0.917565 -0.3 -0.3 0.2 -0.365
N -0.280239 1.726359 1.444593 0.2 0.1 -0.1 -0.012
C -0.927092 0.641650 1.667729 -0.1 -0.4 -0.1 0.394
O -0.771383 -0.463902 0.827930 -0.2 0.6 0.6 -0.762
C -1.838827 0.462619 2.756651 0.0 0.0 0.0 0.790
C -2.519279 -0.755301 2.935835 0.0 0.0 0.0 -0.316
C -3.395176 -0.903079 3.989222 0.0 0.0 0.0 -0.830
C -3.597171 0.157651 4.869347 0.0 0.0 0.0 -0.394
C -2.925880 1.366964 4.703888 0.0 0.0 0.0 -0.748
C -2.049091 1.524904 3.653724 0.0 0.0 0.0 -0.237
H 1.128825 4.725752 3.703524 0.0 0.0 0.0 0.381
H 2.526005 4.130604 2.815671 0.0 0.0 0.0 0.383
H 1.274240 2.997850 3.364084 0.0 0.0 0.0 0.307
H 0.870804 5.219025 1.278868 0.0 0.0 0.0 0.419
H -0.389206 4.106239 1.806936 0.0 0.0 0.0 0.476
H 2.786626 3.060926 -0.686042 0.0 0.0 0.0 0.509
H 2.760460 4.501330 0.303262 0.0 0.0 0.0 0.382
H 0.914348 3.975126 -2.104504 0.0 0.0 0.0 0.260
H 2.273907 5.101287 -2.053476 0.0 0.0 0.0 0.399
H 0.840256 5.419217 -1.081692 0.0 0.0 0.0 0.358
H -2.357667 -1.580506 2.257946 0.0 0.0 0.0 0.349
H -3.921685 -1.835757 4.134358 0.0 0.0 0.0 0.438
H -4.285954 0.039725 5.695934 0.0 0.0 0.0 0.435
H -3.093219 2.178752 5.397935 0.0 0.0 0.0 0.453
H -1.522131 2.458653 3.514376 0.0 0.0 0.0 0.319
N 2.821697 -2.493291 0.359983 0.0 0.0 0.1 -0.247
C 2.270881 -3.136686 -0.663301 -0.1 -0.1 -0.2 0.554
N 2.798866 -4.275143 -1.034777 -0.1 0.1 0.0 -0.582
C 2.258894 -4.887606 -2.091229 0.0 -0.1 -0.1 0.397
N 2.752048 -6.031446 -2.487642 0.0 0.0 0.0 -0.245
N 1.200319 -4.380863 -2.823372 0.1 0.0 0.1 -0.500
C 0.701427 -3.284111 -2.399319 -0.1 0.2 0.1 -0.029
N 1.149954 -2.571825 -1.280602 0.3 -0.5 -0.2 -0.112
C -0.473993 -2.727073 -3.152076 0.0 0.1 0.2 0.797
C -0.992457 -3.386492 -4.239247 0.0 0.0 -0.1 -0.562
C -2.081191 -2.831078 -4.909590 0.0 0.0 0.0 -0.445
C -2.627409 -1.636629 -4.465784 0.0 0.0 -0.1 -0.790
C -2.078126 -1.031720 -3.356977 0.1 0.0 0.1 0.057
N -1.020155 -1.558204 -2.703104 -0.3 -0.2 -0.3 -0.420
H 3.630165 -2.920820 0.791483 0.0 0.0 0.0 0.297
H 2.625774 -1.537585 0.602942 0.0 0.0 0.0 0.071
H 3.528052 -6.446197 -1.990331 0.0 0.0 0.0 0.282
H 2.368555 -6.504600 -3.292507 0.0 0.0 0.0 0.270
H -0.541869 -4.315110 -4.557597 0.0 0.0 0.0 0.562
H -2.497898 -3.333810 -5.773173 0.0 0.0 0.0 0.484
H -3.469974 -1.178622 -4.965087 0.0 0.0 0.0 0.441
H -2.479769 -0.101051 -2.974946 0.0 0.0 0.0 0.484
```
Positions in Å, forces in eV/Å.

=====

Entry 3:
Density functional theory data (the ωB97M-V functional and the def2-TZVPD basis) for a single C20H23NO4 molecule at a distorted geometry.

Results
Orbital gap = 0.3331 Eh
E_HOMO = -8.355 eV
SMILES = CN(C)[C@@H]1COC[C@H]1OC(=O)C(O)(c1ccccc1)c1ccccc1
Net charge = 0

The geometry in XYZ format:
```
48
Properties=species:S:1:pos:R:3:forces:R:3:mulliken_charge:R:1
C -2.984698 -2.182989 -0.773277 0.6 0.9 0.6 -0.867
N -2.719035 -0.875418 -1.396775 -0.6 -0.2 -0.9 0.160
C -2.808741 0.253141 -0.487217 -0.3 -0.1 0.2 -0.799
C -1.633652 -0.751139 -2.388788 -1.8 0.8 0.9 -0.642
C -1.894434 -1.421913 -3.755364 1.5 -0.8 1.7 -0.568
O -0.553363 -1.576385 -4.283820 -0.4 0.3 0.2 -0.436
C 0.422988 -1.223142 -3.285794 0.3 -0.5 -0.1 -0.761
C -0.277092 -1.187564 -1.940024 0.4 -1.0 -0.4 0.581
O 0.278210 -0.231134 -1.015531 1.3 -0.2 0.7 -0.015
C 1.507709 -0.543602 -0.502204 0.5 -1.9 -0.2 0.083
O 2.182778 -1.500661 -0.847467 -1.1 0.9 -0.4 -0.635
C 2.020931 0.220259 0.725898 0.1 0.8 0.5 2.123
O 3.453196 0.110489 0.859684 -0.6 -1.0 -0.7 -0.669
C 1.393001 -0.413700 1.985199 -1.3 -0.6 0.7 -0.698
C 0.769877 -1.702728 1.986720 -0.2 -0.2 -0.6 0.134
C 0.042587 -2.202380 3.086685 1.2 1.1 0.2 -1.070
C 0.088422 -1.427885 4.256742 -0.6 -0.7 0.4 -0.229
C 0.748859 -0.217769 4.339642 0.2 0.1 -1.2 -1.021
C 1.354479 0.310101 3.194472 0.6 0.2 -0.1 0.103
C 1.702241 1.714487 0.534584 -1.0 0.5 1.0 -0.298
C 2.562759 2.548927 -0.160925 -0.1 -0.4 -0.1 -0.361
C 2.272163 3.902450 -0.331711 1.1 0.3 -1.2 -0.585
C 1.117622 4.479151 0.132684 -1.0 -0.4 0.8 -0.462
C 0.220405 3.630936 0.839453 0.5 0.0 -0.7 -0.940
C 0.489091 2.282656 1.044578 1.2 -0.2 -0.9 -0.048
H -4.032088 -2.190752 -0.426696 0.4 0.0 0.0 0.326
H -2.868905 -3.002309 -1.480216 0.1 0.1 -0.1 0.320
H -2.313050 -2.365119 0.121141 -0.5 0.0 -0.7 0.198
H -1.950131 0.251194 0.183040 0.0 0.2 0.5 0.219
H -2.810253 1.194524 -1.037833 0.2 -0.1 -0.2 0.291
H -3.753352 0.276866 0.102448 0.6 -0.4 -0.4 0.356
H -1.536135 0.321743 -2.636531 -0.1 -0.2 0.4 0.286
H -2.530444 -0.814163 -4.370144 -0.1 0.3 -0.5 0.271
H -2.348431 -2.412137 -3.595858 0.1 0.2 -0.3 0.265
H 1.164201 -1.995571 -3.237744 0.5 -0.4 -0.4 0.395
H 0.935051 -0.280341 -3.495655 -0.3 0.2 -0.1 0.290
H -0.281389 -2.217856 -1.484555 0.0 1.0 -0.2 0.317
H 3.691148 -0.838770 0.696171 -0.4 1.1 0.1 0.458
H 0.816665 -2.387102 1.104769 0.0 0.9 0.6 0.373
H -0.456713 -3.178085 3.061884 0.3 0.5 -0.1 0.425
H -0.398564 -1.754578 5.173211 -0.1 -0.2 -0.3 0.352
H 0.737298 0.339596 5.265145 0.1 0.0 0.0 0.412
H 1.851623 1.294602 3.269589 -0.4 -0.6 -0.2 0.443
H 3.442048 2.140568 -0.658239 -0.1 0.1 0.4 0.405
H 2.995029 4.460388 -0.964954 -0.6 -0.2 0.7 0.325
H 0.864000 5.542211 -0.047157 0.3 -0.9 0.2 0.373
H -0.738734 4.001587 1.135118 -0.3 0.3 0.3 0.408
H -0.235175 1.619319 1.505623 0.0 0.3 0.1 0.412
```
Positions in Å, forces in eV/Å.

=====

Entry 4:
Density functional theory data (the ωB97M-V functional and the def2-TZVPD basis) for a single C20H23NO5 molecule.

Results
Orbital gap = 0.3438 Eh
E_HOMO = -8.790 eV
SMILES = CC(C)COC(=O)c1ccc(NC(=O)[C@H]2[C@H](C(=O)O)[C@@H]3C=C[C@H]2C3)cc1
Net charge = 0

The geometry in XYZ format:
```
49
Properties=species:S:1:pos:R:3:forces:R:3:mulliken_charge:R:1
C 2.039335 -7.636422 -1.913514 0.0 0.3 0.2 -1.611
C 1.871390 -6.133251 -1.716565 -0.2 0.1 -0.1 0.922
C 2.178885 -5.373014 -3.003697 0.0 0.0 0.3 -1.390
C 0.444672 -5.830470 -1.246584 0.4 -0.6 0.2 -0.961
O 0.260490 -4.446431 -0.968017 -0.1 0.3 -0.1 -0.285
C 0.639971 -4.017440 0.243325 0.1 -0.2 0.3 0.756
O 1.090971 -4.741655 1.099517 0.0 0.0 -0.1 -0.651
C 0.431710 -2.561926 0.415947 0.0 0.2 0.0 0.057
C 0.758088 -1.986842 1.643232 0.0 -0.1 -0.2 -1.032
C 0.580150 -0.637144 1.847502 0.0 0.1 -0.1 -0.482
C 0.072663 0.170225 0.826892 0.0 -0.4 -0.2 1.021
N -0.089953 1.528427 1.097252 0.2 -0.1 0.4 -0.032
C -0.548520 2.522984 0.282468 0.1 0.4 0.3 0.070
O -0.892335 2.368683 -0.867559 -0.1 -0.2 -0.3 -0.667
C -0.623742 3.859001 1.005052 0.2 0.0 -0.2 -0.363
C -0.799459 5.034951 0.033839 0.1 0.0 -0.2 -0.184
C 0.322093 6.036187 0.108633 0.3 -0.3 0.2 0.146
O 1.258533 5.989304 0.861860 0.1 0.0 0.1 -0.579
O 0.160208 7.025667 -0.775975 -0.3 0.4 -0.5 -0.457
C -2.161932 5.656340 0.463926 -0.1 0.1 -0.2 -0.402
C -1.933486 6.220114 1.843687 -0.2 0.1 0.1 -0.621
C -1.790817 5.196213 2.674821 -0.1 0.0 0.1 -0.741
C -1.924291 3.932863 1.864051 -0.1 -0.1 0.1 -0.037
C -2.936144 4.379667 0.803762 -0.2 -0.1 -0.1 -0.827
C -0.252078 -0.401857 -0.402154 -0.1 0.2 -0.1 -0.709
C -0.072676 -1.755521 -0.601161 0.1 -0.2 0.3 -0.633
H 3.051455 -7.860263 -2.240770 0.1 -0.1 -0.1 0.410
H 1.345071 -8.000955 -2.667975 -0.1 -0.1 -0.1 0.351
H 1.852388 -8.169601 -0.984648 0.0 -0.1 0.1 0.386
H 2.556702 -5.798338 -0.930854 -0.1 0.0 0.0 0.236
H 3.213402 -5.530115 -3.299138 0.1 0.0 -0.1 0.407
H 2.017131 -4.306842 -2.863223 0.0 0.1 -0.1 0.310
H 1.532989 -5.717144 -3.809172 -0.1 0.0 -0.1 0.326
H 0.219099 -6.408301 -0.343877 0.0 0.1 -0.2 0.430
H -0.278530 -6.066309 -2.030726 0.0 0.0 0.0 0.384
H 1.149899 -2.620718 2.423954 0.0 0.0 0.1 0.461
H 0.834274 -0.195966 2.801360 0.0 0.0 0.1 0.348
H 0.183750 1.803293 2.031591 -0.1 0.1 -0.2 0.213
H 0.266890 4.002211 1.622687 -0.1 -0.1 -0.1 0.592
H -0.876518 4.672223 -0.995287 0.0 0.0 0.1 0.747
H 0.887307 7.664638 -0.707394 0.0 -0.3 0.2 0.371
H -2.585484 6.331460 -0.273273 0.0 0.0 0.0 0.547
H -1.846036 7.268718 2.059122 0.1 0.2 0.1 0.480
H -1.552899 5.215681 3.721992 0.1 0.1 0.2 0.428
H -2.147169 3.023475 2.417960 0.0 0.0 0.0 0.569
H -3.020727 3.688229 -0.032054 0.0 0.0 -0.1 0.382
H -3.920458 4.583631 1.221903 0.0 0.0 0.0 0.329
H -0.640897 0.219680 -1.190851 0.0 0.0 0.0 0.532
H -0.325365 -2.197338 -1.551866 0.0 0.0 -0.1 0.452
```
Positions in Å, forces in eV/Å.

=====

Relative energy (zero: lowest compared OMol25 entry of this formula, charge and spin) per entry: 46.4, 0.0, 75.0, 0.9 kcal/mol